No. 1
# C27H32NOSiTm

C27H32NOSiTm as an isolated structure in a non-equilibrium geometry (ωB97M-V with the def2-TZVPD basis set, OMol25).

Summary:
**<S²>**: 2.0024
**HOMO (spin up / spin down)**: -0.199 / -0.199 Eh
**LUMO energy (spin up / spin down)**: -0.0339 / -0.0316 Eh
**Spin multiplicity**: 3

Each line ends with the Löwdin charge.
CARTESIAN COORDINATES (ANGSTROEM)
C  0.124091  1.576098  -1.199622  -0.20
C  0.053396  0.303105  -1.862659  -0.19
C  -1.310856  -0.123121  -1.828424  -0.19
H  0.870502  -0.166938  -2.393928  0.07
C  -2.061818  0.852086  -1.097898  -0.21
C  -1.173027  1.895175  -0.690194  -0.19
H  -1.434156  2.817956  -0.175380  0.12
H  0.990865  2.220185  -1.209424  0.08
H  -1.713200  -0.969443  -2.376759  0.11
H  -3.144686  0.866121  -0.998904  0.11
C  0.966781  -1.563403  2.016382  -0.20
C  1.817310  -0.523621  1.514897  -0.19
C  1.345817  0.716885  2.054789  -0.18
H  2.721983  -0.640848  0.922016  0.10
C  0.182278  0.454542  2.839827  -0.20
C  -0.037350  -0.957354  2.830554  -0.21
H  -0.769736  -1.491330  3.437007  0.11
H  1.136134  -2.632108  1.897283  0.11
H  1.880310  1.660763  1.985759  0.10
H  -0.374325  1.195393  3.418453  0.11
Tm  -0.398911  -0.096079  0.470280  1.61
O  -3.632900  -1.900761  0.923761  -0.10
C  -3.947171  -2.865149  -0.095395  -0.09
C  -5.067998  -2.079735  0.576017  -0.19
H  -3.661857  -2.556649  -1.108014  0.10
H  -3.863486  -3.927290  0.175271  0.12
H  -5.483003  -1.257208  -0.028075  0.15
H  -7.763584  -2.018707  0.549330  0.11
C  -7.386347  -2.624702  1.375090  -0.03
C  -5.978380  -2.742566  1.532673  -0.18
C  -5.488205  -3.564388  2.569150  -0.03
H  -4.409855  -3.690133  2.692089  0.12
C  -6.372268  -4.203974  3.437942  -0.08
H  -5.974525  -4.813968  4.245209  0.10
C  -7.754885  -4.074792  3.275186  -0.08
H  -8.438686  -4.588618  3.948486  0.10
C  -8.258132  -3.291554  2.232104  -0.08
H  -9.331761  -3.199749  2.077807  0.11
C  3.127861  -0.734761  -3.419954  -0.19
Si  3.602772  0.911266  -2.661028  0.37
C  5.467703  0.986861  -2.788567  -0.19
C  2.765516  2.380762  -3.535975  -0.17
N  3.138399  1.158539  -0.996161  -0.08
C  3.714126  1.984661  -0.130212  -0.45
C  3.076315  3.179937  0.374934  -0.10
C  3.848814  4.281281  0.718403  -0.14
C  5.247353  4.169780  0.767606  -0.15
C  5.859801  2.917584  0.590600  -0.13
C  5.093759  1.809496  0.281953  -0.09
H  3.704139  -0.826484  -4.351276  0.03
H  2.069766  -0.835385  -3.679144  0.00
H  3.409149  -1.574104  -2.771061  0.03
H  5.805348  0.865239  -3.823655  0.02
H  5.880421  1.930348  -2.412968  0.03
H  5.914522  0.172192  -2.204937  0.03
H  1.670849  2.283413  -3.551904  0.01
H  2.995957  3.317419  -3.007268  0.03
H  3.107093  2.488999  -4.570956  0.01
H  1.985095  3.236211  0.364657  0.07
H  3.363168  5.237965  0.941146  0.09
H  5.854047  5.042533  1.008982  0.08
H  6.936857  2.823043  0.697960  0.09
H  5.502810  0.799082  0.226141  0.09

Forces on atoms 1 to 6 (eV/Å):
-0.7 0.1 -0.8
-0.7 1.2 -0.4
0.1 0.8 -0.2
-0.1 0.0 0.3
0.0 0.1 -0.6
0.2 0.0 -1.1

No. 2
# C27H33AsBrN8O8S2Ti

C27H33AsBrN8O8S2Ti as an isolated structure in a non-equilibrium geometry (ωB97M-V with the def2-TZVPD basis set, OMol25).

Summary:
**<S²>**: 0.7521
**Energy relative to the best compared isomer or geometry (same formula, charge and spin)**: 65.0 kcal/mol
**HOMO (spin up / spin down)**: -0.282 / -0.310 Eh
**LUMO energy (spin up / spin down)**: -0.0024 / -0.0004 Eh
**Spin multiplicity**: 2

Each line ends with the Löwdin charge.
CARTESIAN COORDINATES (ANGSTROEM)
Ti  0.938588  0.286926  0.050192  0.98
C  -4.085468  -0.682191  -1.054137  -0.20
C  -3.874906  0.775948  -1.552577  -0.21
N  -2.844606  1.481265  -0.829126  -0.07
C  -3.166553  1.817968  0.541552  -0.20
C  -2.027733  1.594794  1.541586  -0.17
N  -1.203006  0.386335  1.354694  -0.09
C  -1.790605  -0.865344  1.847382  -0.19
C  -3.035138  -1.326427  1.089808  -0.21
N  -2.953306  -1.275563  -0.360824  -0.06
H  -4.350037  -1.301570  -1.915041  0.11
H  -4.964683  -0.697418  -0.398799  0.10
H  -4.859118  1.271636  -1.510753  0.11
H  -3.585032  0.773501  -2.603663  0.09
H  -2.506269  2.290835  -1.328721  0.10
H  -4.036129  1.229749  0.840799  0.10
H  -3.472257  2.867296  0.631929  0.12
H  -2.471963  1.579214  2.549312  0.12
H  -1.344853  2.444521  1.498699  0.10
H  -0.409803  0.549251  1.969766  0.04
H  -2.079281  -0.761235  2.904711  0.12
H  -1.008566  -1.625180  1.802647  0.09
H  -3.875504  -0.698985  1.389899  0.10
H  -3.286388  -2.335127  1.445470  0.12
H  -2.658243  -2.149255  -0.764593  0.11
N  -0.641095  0.268708  7.993464  0.10
C  0.049122  0.364141  6.798538  -0.32
C  0.842995  -0.702524  6.357934  -0.02
C  1.487178  -0.633727  5.142225  -0.05
C  1.356017  0.500267  4.346073  -0.30
C  0.569288  1.558756  4.767119  -0.05
C  -0.073238  1.493879  5.992625  -0.03
S  2.133113  0.526230  2.776666  0.64
O  1.521013  1.656775  2.057592  -0.36
O  3.551266  0.503688  2.954692  -0.25
N  1.436080  -0.732287  2.054555  -0.14
C  1.857523  -1.755963  1.283295  -0.48
N  0.993872  -1.959280  0.252212  0.04
C  1.207201  -3.042574  -0.510347  -0.13
C  2.230991  -3.918292  -0.270682  -0.06
C  3.101899  -3.567743  0.771387  -0.11
N  2.934858  -2.515070  1.543573  0.17
H  -0.286698  -0.387988  8.667535  0.09
H  -0.967347  1.128844  8.399608  0.09
H  0.943259  -1.584795  6.976743  0.11
H  2.095570  -1.465593  4.811604  0.12
H  0.459526  2.434541  4.142047  0.12
H  -0.681932  2.325231  6.324736  0.11
H  0.516017  -3.193226  -1.334499  0.12
H  2.384402  -4.796748  -0.875683  0.10
H  3.970615  -4.184793  0.977567  0.12
O  5.092036  2.003508  -0.482237  -0.23
As  3.380961  2.028014  -0.835707  0.93
O  3.086519  2.009309  -2.441038  -0.45
O  2.820806  0.572276  -0.069201  -0.56
C  2.844664  3.579323  0.180755  -0.23
C  3.794818  4.126890  1.024512  -0.07
C  3.498711  5.254848  1.785730  -0.06
C  2.253891  5.838686  1.704490  -0.06
C  1.284048  5.296844  0.865346  -0.05
C  1.572851  4.177459  0.110130  -0.25
S  0.262680  3.532321  -0.903043  0.52
O  -0.996384  4.026255  -0.407374  -0.29
O  0.568300  3.766274  -2.276726  -0.26
O  0.381840  2.062750  -0.544288  -0.45
H  5.494045  1.392897  -1.111344  0.05
H  4.771812  3.669779  1.099860  0.10
H  4.250658  5.667040  2.445265  0.11
H  2.024581  6.715133  2.296290  0.11
H  0.296111  5.731059  0.806887  0.11
Br  3.491145  -1.139974  -2.587216  0.87
C  1.722136  -0.629877  -2.999035  -0.68
C  1.354179  -0.723119  -4.336854  -0.09
C  0.028857  -0.525525  -4.663268  -0.04
C  -0.894008  -0.265953  -3.653722  -0.02
C  -0.428661  -0.146644  -2.358092  -0.11
N  0.872558  -0.282180  -2.044514  -0.04
H  2.102930  -0.953065  -5.078100  0.10
H  -0.283670  -0.590595  -5.697294  0.11
H  -1.945959  -0.140261  -3.852247  0.10
H  -1.127937  0.083262  -1.554233  0.08

Forces on atoms 1 to 6 (eV/Å):
-0.5 0.1 0.9
-0.1 0.0 0.1
0.0 0.0 0.0
0.2 0.0 0.0
-0.1 0.0 0.1
0.0 0.0 0.0

No. 3
# C27H33BN5PPtSi

C27H33BN5PPtSi as an isolated structure in a non-equilibrium geometry (ωB97M-V with the def2-TZVPD basis set, OMol25).

Summary:
**Energy relative to the best compared isomer or geometry (same formula, charge and spin)**: 22.0 kcal/mol
**HOMO**: -0.315 Eh
**LUMO energy**: -0.0232 Eh

Each line ends with the Löwdin charge.
CARTESIAN COORDINATES (ANGSTROEM)
Pt  0.847456  -0.524974  0.914984  0.61
B  1.939554  1.140214  5.222670  -0.41
C  1.726779  0.632764  3.743532  -0.21
N  1.545549  0.257206  2.664186  -0.06
H  0.923707  1.740676  5.508300  0.00
H  2.090590  0.158649  5.913724  0.00
H  2.913390  1.857435  5.215883  0.00
C  -1.128056  -4.163555  -2.400283  -0.19
N  0.168569  -4.447231  -1.786811  -0.15
C  -0.040412  -5.344139  -0.651715  -0.19
N  -0.991296  -4.838137  0.338201  -0.15
C  -2.254667  -4.551259  -0.339310  -0.19
N  -2.118907  -3.633643  -1.466864  -0.14
C  -1.744134  -2.296563  -1.007095  -0.30
P  -0.137274  -2.283287  -0.112588  0.81
C  0.847125  -3.222374  -1.359141  -0.31
C  -0.467499  -3.675811  1.053979  -0.30
H  -1.515375  -5.094476  -2.819120  0.13
H  -0.989728  -3.447120  -3.212136  0.13
H  0.916904  -5.536801  -0.164170  0.13
H  -0.432386  -6.287850  -1.035776  0.13
H  -2.959542  -4.131169  0.380243  0.13
H  -2.657092  -5.495706  -0.710599  0.13
H  -2.518003  -1.911446  -0.339867  0.10
H  -1.672596  -1.619050  -1.855682  0.08
H  1.811212  -3.490022  -0.918524  0.08
H  1.052354  -2.570085  -2.210570  0.09
H  -1.167634  -3.347896  1.824481  0.10
H  0.459400  -3.957045  1.559919  0.09
C  5.852465  -0.570824  -0.656059  -0.05
C  4.434087  -0.790684  -0.408285  -0.23
N  3.318608  -0.962797  -0.206000  0.13
H  6.437678  -1.054011  0.123784  0.09
H  6.061399  0.497557  -0.650920  0.09
H  6.127026  -0.984767  -1.624154  0.09
C  2.917277  4.628043  -0.567852  -0.09
C  1.579934  4.799137  -0.899241  -0.08
C  0.671779  3.782166  -0.650981  -0.10
C  1.074631  2.570381  -0.076312  -0.27
C  2.419076  2.423616  0.258426  -0.12
C  3.332613  3.441591  0.015750  -0.09
Si  -0.302325  1.316374  0.223649  0.56
C  -1.200959  1.085317  -1.418070  -0.30
C  -0.487112  1.167987  -2.617723  -0.10
C  -1.110247  0.986973  -3.844962  -0.08
C  -2.475187  0.737979  -3.899078  -0.09
C  -3.207763  0.663716  -2.722746  -0.08
C  -2.572170  0.826831  -1.500552  -0.14
C  -1.545254  2.084349  1.416239  -0.26
C  -1.415842  1.995951  2.804607  -0.09
C  -2.307756  2.627008  3.658894  -0.07
C  -3.355533  3.374159  3.143275  -0.09
C  -3.496184  3.496287  1.769038  -0.09
C  -2.603308  2.858592  0.919600  -0.12
H  3.628607  5.422921  -0.753083  0.10
H  1.243814  5.727553  -1.343383  0.10
H  -0.371572  3.936795  -0.907833  0.10
H  2.758347  1.515256  0.736728  0.04
H  4.370740  3.314687  0.298549  0.10
H  0.576801  1.378471  -2.591479  0.10
H  -0.533796  1.051563  -4.759321  0.10
H  -2.967326  0.610690  -4.855044  0.10
H  -4.272177  0.467839  -2.757024  0.11
H  -3.158945  0.755483  -0.591935  0.10
H  -0.611358  1.425684  3.239785  0.06
H  -2.173853  2.528777  4.728496  0.11
H  -4.055397  3.864558  3.808267  0.10
H  -4.300687  4.091021  1.354364  0.10
H  -2.728147  2.990493  -0.147270  0.09

Forces on atoms 1 to 6 (eV/Å):
-0.1 -1.2 0.9
0.0 0.0 -0.1
0.1 0.0 0.1
0.0 0.5 -0.4
0.0 0.0 0.0
0.0 0.0 0.0